No. 1
{
  "formula": "C2H6N2O2",
  "method": "ωB97M-V/def2-TZVPD",
  "energy_ha": -339.6202,
  "orbital_gap_ev": [8.7856, 8.2941],
  "relative_energy_kcal_mol": 133.29,
  "symbols": ["C", "C", "N", "N", "O", "O", "H", "H", "H", "H", "H", "H"],
  "coordinates": [[-2.31, 0.13, 0.45], [2.09, 0.19, -0.06], [-0.99, 0.43, 0.48], [0.09, -0.85, -0.74], [-2.98, 0.01, -0.55], [1.25, -0.26, -1.11], [-2.88, 0.02, 1.36], [1.77, 1.22, 0.17], [3.04, 0.20, -0.57], [1.98, -0.43, 0.82], [-0.59, 0.23, 1.37], [-0.47, -0.89, -1.61]]
}

---

No. 2
{
  "formula": "C6H11NO10Rb",
  "method": "ωB97M-V/def2-TZVPD",
  "charge": -1,
  "energy_ha": -1066.5771,
  "orbital_gap_ev": 7.5222,
  "relative_energy_kcal_mol": 0.00,
  "symbols": ["Rb", "C", "C", "O", "N", "H", "H", "C", "H", "H", "H", "H", "H", "H", "O", "C", "O", "O", "H", "O", "C", "O", "O", "H", "O", "C", "O", "O", "H"],
  "coordinates": [[-1.92, 0.55, 1.81], [0.67, 1.10, -1.10], [1.35, -0.16, -1.63], [1.46, -0.55, -2.78], [1.90, -1.10, -0.54], [2.90, -0.98, -0.47], [1.49, -0.83, 0.36], [1.76, -2.56, -0.96], [1.33, 1.88, -0.72], [0.09, 0.83, -0.23], [0.11, 1.61, -1.89], [0.72, -2.67, -1.27], [2.07, -3.19, -0.14], [2.41, -2.65, -1.83], [0.70, 1.25, 2.24], [1.90, 0.79, 2.61], [2.59, 1.34, 3.48], [2.36, -0.21, 1.99], [0.53, 2.06, 2.75], [-3.51, 2.85, -0.92], [-2.29, 3.33, -0.73], [-1.43, 2.79, 0.00], [-2.34, 4.48, -1.23], [-3.36, 3.79, -1.24], [-3.21, -3.11, 0.73], [-2.00, -2.75, 0.19], [-1.52, -3.45, -0.74], [-1.36, -1.88, 0.75], [-3.43, -2.57, 1.49]]
}

---

No. 3
{
  "formula": "CH2Cl4N2",
  "method": "ωB97M-V/def2-TZVPD",
  "energy_ha": -1989.4271,
  "orbital_gap_ev": 9.4240,
  "relative_energy_kcal_mol": 22.53,
  "symbols": ["C", "N", "N", "Cl", "Cl", "Cl", "Cl", "H", "H"],
  "coordinates": [[-1.23, 0.05, -0.06], [0.21, -0.26, -0.58], [1.12, 0.51, 0.15], [-1.35, 1.77, -0.47], [0.48, -1.99, -0.77], [1.29, 0.11, 1.87], [2.71, 0.41, -0.63], [-1.18, -0.12, 1.09], [-2.06, -0.48, -0.60]]
}

---

No. 4
{
  "formula": "C4H6N2O2",
  "method": "ωB97M-V/def2-TZVPD",
  "energy_ha": -415.9813,
  "orbital_gap_ev": 9.0477,
  "relative_energy_kcal_mol": 37.19,
  "symbols": ["C", "C", "C", "C", "H", "H", "H", "H", "H", "H", "N", "N", "O", "O"],
  "coordinates": [[-1.41, 0.13, 1.10], [-0.39, -0.68, 0.88], [0.56, -0.66, -0.07], [0.67, 0.59, -1.11], [-2.74, -0.91, 2.46], [-2.73, 0.88, 2.51], [-1.60, 1.02, 0.44], [-0.18, -1.56, 1.54], [2.34, 1.49, -1.86], [2.44, -0.35, -1.50], [-2.38, 0.03, 2.08], [1.90, 0.54, -1.60], [1.33, -1.58, -0.37], [-0.17, 1.47, -1.10]]
}

---

No. 5
{
  "formula": "C7H15ClN3S",
  "method": "ωB97M-V/def2-TZVPD",
  "charge": 1,
  "energy_ha": -1298.1220,
  "orbital_gap_ev": 10.1869,
  "relative_energy_kcal_mol": 0.00,
  "symbols": ["C", "C", "C", "C", "C", "C", "C", "N", "N", "N", "S", "Cl", "H", "H", "H", "H", "H", "H", "H", "H", "H", "H", "H", "H", "H", "H", "H"],
  "coordinates": [[-0.90, -0.03, 0.28], [1.08, 1.59, 0.01], [1.48, 0.20, 0.32], [1.08, 2.08, -1.42], [-2.29, -2.11, -0.13], [-3.27, 0.03, 0.42], [2.78, -0.28, -0.41], [0.32, -0.59, -0.06], [1.47, 0.00, 1.70], [-2.06, -0.68, 0.19], [-0.65, 1.66, 0.63], [3.26, -1.86, 0.22], [1.86, 2.16, 0.59], [2.00, 1.81, -1.89], [1.02, 3.15, -1.48], [0.22, 1.68, -1.96], [-1.41, -2.74, 0.18], [-3.23, -2.34, 0.30], [-2.31, -2.20, -1.25], [-3.88, -0.27, -0.50], [-3.70, -0.32, 1.32], [-3.06, 1.08, 0.32], [3.63, 0.43, -0.20], [2.52, -0.46, -1.51], [0.33, -1.63, -0.05], [1.96, 0.56, 2.42], [1.74, -0.93, 1.96]]
}

---

No. 6
{
  "formula": "C5H9Cl2N2",
  "method": "ωB97M-V/def2-TZVPD",
  "charge": 1,
  "energy_ha": -1225.4839,
  "orbital_gap_ev": 9.7272,
  "relative_energy_kcal_mol": 0.00,
  "symbols": ["C", "C", "N", "C", "C", "N", "H", "H", "H", "H", "H", "H", "H", "C", "Cl", "Cl", "H", "H"],
  "coordinates": [[2.13, 0.94, 0.82], [0.52, 0.89, 0.92], [-0.11, -0.40, 0.64], [-1.53, -0.11, 0.84], [-1.73, 1.39, 1.26], [-0.38, 1.96, 1.25], [2.55, 0.51, -0.15], [2.53, 0.27, 1.67], [2.51, 2.01, 1.04], [0.36, -1.29, 0.37], [-2.36, -0.89, 0.69], [-2.73, 1.91, 1.49], [-0.17, 2.94, 1.48], [-0.42, -1.97, -2.37], [-0.67, -1.98, -4.11], [1.16, -2.65, -1.94], [-0.48, -0.95, -2.00], [-1.20, -2.58, -1.90]]
}

---

No. 7
{
  "formula": "C37H108N18O13",
  "method": "ωB97M-V/def2-TZVPD",
  "energy_ha": -3437.9856,
  "orbital_gap_ev": 8.7445,
  "relative_energy_kcal_mol": 239.14,
  "symbols": ["C", "C", "C", "O", "C", "N", "H", "H", "H", "H", "H", "H", "H", "H", "H", "H", "H", "C", "C", "C", "O", "C", "N", "H", "H", "H", "H", "H", "H", "H", "H", "H", "H", "H", "C", "C", "C", "O", "C", "N", "H", "H", "H", "H", "H", "H", "H", "H", "H", "H", "H", "C", "C", "C", "O", "C", "N", "H", "H", "H", "H", "H", "H", "H", "H", "H", "H", "H", "C", "C", "C", "O", "C", "N", "H", "H", "H", "H", "H", "H", "H", "H", "H", "H", "H", "C", "C", "C", "O", "C", "N", "H", "H", "H", "H", "H", "H", "H", "H", "H", "H", "H", "C", "C", "C", "O", "C", "N", "H", "H", "H", "H", "H", "H", "H", "H", "H", "H", "H", "C", "C", "C", "O", "C", "N", "H", "H", "H", "H", "H", "H", "H", "H", "H", "H", "H", "C", "O", "N", "N", "H", "H", "H", "H", "C", "O", "N", "N", "H", "H", "H", "H", "C", "O", "N", "N", "H", "H", "H", "H", "C", "O", "N", "N", "H", "H", "H", "H", "C", "O", "N", "N", "H", "H", "H", "H"],
  "coordinates": [[-5.17, 7.79, -0.85], [-4.85, 8.99, -1.68], [-3.53, 9.71, -1.42], [-3.16, 10.65, -2.37], [-2.44, 11.73, -1.88], [-4.83, 8.52, -3.07], [-5.04, 7.99, 0.21], [-4.60, 6.88, -1.05], [-6.19, 7.48, -1.04], [-5.65, 9.72, -1.70], [-2.81, 8.90, -1.49], [-3.56, 10.04, -0.38], [-3.14, 12.39, -1.38], [-2.04, 12.30, -2.71], [-1.65, 11.30, -1.27], [-4.22, 7.76, -3.30], [-4.43, 9.33, -3.54], [-1.32, 4.88, 6.72], [-2.36, 5.24, 7.86], [-3.77, 4.56, 7.75], [-4.56, 4.76, 8.97], [-4.84, 6.10, 9.18], [-1.79, 4.87, 9.17], [-1.12, 3.81, 6.76], [-0.39, 5.43, 6.86], [-1.60, 5.06, 5.68], [-2.59, 6.29, 7.71], [-3.42, 3.53, 7.68], [-4.34, 4.99, 6.93], [-5.68, 6.16, 9.88], [-5.22, 6.63, 8.31], [-4.03, 6.64, 9.66], [-1.56, 3.89, 9.09], [-2.59, 5.06, 9.76], [-2.35, 0.40, 2.28], [-2.93, 0.87, 0.93], [-1.85, 1.48, -0.10], [-0.74, 0.50, -0.42], [-0.81, -0.12, -1.62], [-3.67, -0.23, 0.39], [-2.92, -0.36, 2.82], [-2.43, 1.29, 2.90], [-1.30, 0.15, 2.10], [-3.74, 1.60, 1.04], [-1.32, 2.38, 0.20], [-2.40, 1.78, -0.99], [-0.40, 0.59, -2.33], [-1.77, -0.54, -1.93], [-0.07, -0.92, -1.72], [-4.29, -0.01, -0.38], [-3.09, -0.98, 0.06], [-0.98, 3.31, -7.02], [-2.44, 3.39, -6.64], [-3.10, 2.02, -6.54], [-3.14, 1.44, -7.85], [-2.89, 0.07, -7.79], [-2.47, 4.19, -5.37], [-0.45, 4.19, -6.67], [-0.74, 3.17, -8.07], [-0.54, 2.42, -6.57], [-3.00, 3.95, -7.39], [-4.11, 2.22, -6.19], [-2.57, 1.40, -5.82], [-2.82, -0.40, -8.77], [-3.49, -0.54, -7.12], [-1.91, -0.19, -7.39], [-1.97, 5.02, -5.63], [-1.81, 3.78, -4.72], [0.49, 1.76, 13.14], [-0.97, 1.53, 13.44], [-1.47, 0.31, 12.58], [-1.45, 0.69, 11.18], [-2.00, -0.30, 10.32], [-0.99, 1.24, 14.83], [0.84, 2.73, 13.49], [0.65, 1.75, 12.06], [1.13, 0.96, 13.50], [-1.47, 2.47, 13.19], [-2.51, 0.10, 12.81], [-0.84, -0.58, 12.58], [-1.98, 0.02, 9.28], [-3.08, -0.33, 10.47], [-1.61, -1.31, 10.37], [-1.82, 0.69, 14.98], [-0.27, 0.54, 14.91], [4.70, -2.98, -7.02], [3.96, -3.69, -8.15], [4.90, -4.42, -9.21], [3.99, -5.19, -10.08], [4.63, -5.74, -11.25], [3.16, -4.70, -7.44], [5.44, -3.63, -6.57], [4.06, -2.51, -6.28], [5.31, -2.20, -7.47], [3.28, -2.91, -8.50], [5.64, -5.06, -8.72], [5.37, -3.63, -9.78], [4.10, -6.64, -11.58], [5.63, -6.13, -11.06], [4.79, -4.95, -11.98], [3.63, -5.26, -6.74], [2.70, -5.31, -8.10], [9.34, 2.00, -2.92], [8.06, 2.20, -3.64], [7.52, 3.65, -3.61], [6.26, 3.69, -4.28], [5.05, 3.23, -3.54], [8.26, 1.75, -5.01], [9.71, 0.97, -2.87], [9.39, 2.28, -1.86], [10.15, 2.57, -3.37], [7.29, 1.57, -3.20], [8.28, 4.30, -4.04], [7.41, 3.88, -2.55], [5.03, 2.15, -3.39], [4.10, 3.56, -3.96], [5.06, 3.69, -2.56], [9.12, 2.17, -5.35], [7.56, 2.30, -5.48], [6.07, -5.20, -1.80], [4.62, -5.65, -1.68], [4.39, -7.14, -2.20], [4.52, -7.01, -3.62], [4.76, -8.22, -4.34], [4.34, -5.56, -0.25], [6.25, -4.13, -1.67], [6.49, -5.47, -2.77], [6.67, -5.65, -1.01], [3.92, -5.03, -2.24], [3.38, -7.40, -1.89], [5.17, -7.69, -1.67], [3.77, -8.68, -4.41], [5.52, -8.87, -3.90], [5.02, -8.01, -5.37], [5.21, -5.87, 0.16], [3.69, -6.28, 0.02], [-6.39, -3.41, -2.49], [-5.74, -3.56, -3.44], [-7.19, -2.44, -2.23], [-6.37, -4.18, -1.44], [-7.66, -2.42, -1.34], [-7.02, -1.65, -2.83], [-5.80, -5.01, -1.51], [-6.76, -3.84, -0.58], [-4.92, -4.21, 6.31], [-5.56, -3.42, 7.03], [-4.31, -5.23, 6.90], [-4.96, -4.22, 4.99], [-4.36, -5.21, 7.91], [-4.15, -6.07, 6.37], [-5.50, -3.51, 4.52], [-4.22, -4.76, 4.56], [-0.52, -5.45, 2.89], [-1.44, -6.16, 3.29], [-0.30, -5.25, 1.64], [0.45, -4.94, 3.57], [-1.02, -5.66, 1.05], [0.30, -4.54, 1.24], [1.19, -4.46, 3.08], [0.49, -5.19, 4.54], [-1.56, -7.02, -3.86], [-2.04, -7.13, -2.75], [-0.76, -7.92, -4.35], [-1.70, -6.05, -4.67], [-0.87, -8.86, -3.98], [-0.69, -7.76, -5.34], [-0.97, -6.09, -5.37], [-2.41, -5.35, -4.52], [3.26, -0.41, 2.76], [3.14, 0.76, 3.05], [3.50, -1.32, 3.62], [3.21, -0.83, 1.55], [3.77, -2.24, 3.28], [3.49, -1.01, 4.58], [3.35, -1.80, 1.33], [2.68, -0.22, 0.94]]
}

---

No. 8
{
  "formula": "C36H45N9",
  "method": "ωB97M-V/def2-TZVPD",
  "energy_ha": -1891.2984,
  "orbital_gap_ev": 7.4907,
  "relative_energy_kcal_mol": 149.51,
  "symbols": ["N", "C", "C", "C", "C", "H", "H", "H", "H", "H", "N", "C", "C", "C", "C", "H", "H", "H", "H", "H", "N", "C", "C", "C", "C", "H", "H", "H", "H", "H", "N", "C", "C", "C", "C", "H", "H", "H", "H", "H", "N", "C", "C", "C", "C", "H", "H", "H", "H", "H", "N", "C", "C", "C", "C", "H", "H", "H", "H", "H", "N", "C", "C", "C", "C", "H", "H", "H", "H", "H", "N", "C", "C", "C", "C", "H", "H", "H", "H", "H", "N", "C", "C", "C", "C", "H", "H", "H", "H", "H"],
  "coordinates": [[-1.31, -0.58, 1.26], [0.01, -0.78, 0.97], [0.60, 0.47, 0.92], [-0.46, 1.42, 1.18], [-1.71, 0.73, 1.35], [-2.04, -1.26, 1.13], [0.31, -1.79, 0.75], [1.66, 0.71, 0.77], [-0.45, 2.54, 1.26], [-2.71, 1.05, 1.46], [-2.46, -3.39, 0.15], [-2.72, -3.39, 1.51], [-3.68, -2.45, 1.75], [-4.01, -1.78, 0.54], [-3.16, -2.43, -0.54], [-1.74, -3.95, -0.36], [-2.42, -4.12, 2.24], [-4.08, -2.25, 2.70], [-4.70, -0.90, 0.33], [-3.04, -2.18, -1.60], [-4.75, 1.12, -3.49], [-5.64, 1.49, -2.56], [-4.74, 1.61, -1.39], [-3.54, 0.92, -1.67], [-3.56, 0.60, -3.00], [-4.95, 1.16, -4.43], [-6.65, 1.88, -2.67], [-5.05, 2.07, -0.52], [-2.61, 0.92, -1.02], [-2.80, 0.23, -3.69], [3.76, -0.82, 2.61], [4.47, -1.69, 1.73], [5.22, -0.92, 0.93], [5.04, 0.44, 1.30], [3.98, 0.45, 2.30], [3.00, -1.10, 3.30], [4.32, -2.77, 1.75], [5.92, -1.37, 0.27], [5.62, 1.20, 0.81], [3.45, 1.31, 2.79], [1.47, 3.93, -0.19], [1.87, 4.47, 1.01], [3.15, 4.05, 1.35], [3.69, 3.34, 0.22], [2.52, 3.19, -0.68], [0.57, 4.02, -0.72], [1.25, 5.18, 1.60], [3.69, 4.25, 2.22], [4.69, 2.98, 0.10], [2.42, 2.64, -1.56], [-0.14, 4.76, -2.86], [-0.97, 3.66, -2.57], [-1.57, 3.99, -1.42], [-1.19, 5.24, -0.86], [-0.17, 5.67, -1.83], [0.51, 4.95, -3.63], [-0.98, 2.76, -3.26], [-2.35, 3.40, -0.90], [-1.50, 5.67, 0.05], [0.45, 6.56, -1.86], [0.04, -1.27, 4.02], [1.19, -0.61, 4.47], [2.00, -1.74, 5.17], [1.23, -2.93, 4.95], [0.18, -2.68, 4.19], [-0.77, -0.84, 3.53], [1.22, 0.46, 4.36], [2.99, -1.78, 5.60], [1.51, -3.95, 5.22], [-0.51, -3.30, 3.65], [1.59, 0.09, -4.52], [1.94, -0.85, -3.59], [1.31, -0.45, -2.42], [0.56, 0.71, -2.51], [0.80, 1.08, -3.95], [1.84, 0.05, -5.51], [2.61, -1.65, -3.78], [1.48, -0.85, -1.40], [0.15, 1.24, -1.66], [0.54, 1.99, -4.51], [-0.58, -4.85, -1.73], [0.19, -3.94, -1.15], [0.38, -4.39, 0.16], [0.05, -5.73, 0.32], [-0.69, -6.01, -0.98], [-1.05, -4.86, -2.67], [0.34, -2.92, -1.51], [0.83, -3.88, 1.02], [0.21, -6.36, 1.11], [-1.30, -6.84, -1.23]]
}

---

No. 9
{
  "formula": "C4H4O2",
  "method": "ωB97M-V/def2-TZVPD",
  "energy_ha": -305.1468,
  "orbital_gap_ev": 9.3242,
  "relative_energy_kcal_mol": 83.23,
  "symbols": ["O", "C", "C", "C", "C", "O", "H", "H", "H", "H"],
  "coordinates": [[-2.00, -0.29, 1.18], [-1.52, -0.01, -0.01], [-0.46, -0.69, -0.57], [0.50, 0.17, -0.15], [1.96, 0.00, -0.01], [2.55, 0.75, 0.74], [-1.56, -1.10, 1.48], [0.22, 1.10, 0.36], [-1.95, 0.90, -0.43], [2.46, -0.81, -0.55]]
}

---

No. 10
{
  "formula": "C17H18F2N4O",
  "method": "ωB97M-V/def2-TZVPD",
  "energy_ha": -1152.6140,
  "orbital_gap_ev": 8.4714,
  "relative_energy_kcal_mol": 1.83,
  "symbols": ["O", "C", "N", "C", "C", "C", "C", "C", "C", "H", "F", "F", "H", "H", "H", "C", "N", "C", "H", "C", "N", "C", "N", "C", "C", "C", "C", "H", "H", "H", "H", "C", "H", "C", "H", "H", "H", "H", "H", "H", "H", "H"],
  "coordinates": [[0.82, -0.54, -2.87], [1.55, -0.05, -2.03], [2.21, -0.76, -1.08], [2.21, -2.14, -0.85], [1.48, -3.04, -1.63], [1.52, -4.39, -1.36], [2.28, -4.87, -0.30], [3.00, -3.98, 0.48], [2.97, -2.62, 0.22], [3.54, -1.95, 0.85], [3.74, -4.42, 1.51], [2.31, -6.18, -0.04], [0.97, -5.09, -1.96], [0.89, -2.67, -2.46], [2.78, -0.24, -0.43], [1.74, 1.46, -1.91], [0.76, 2.09, -1.04], [0.86, 1.73, 0.36], [0.56, 0.69, 0.56], [-0.05, 2.66, 1.17], [-1.42, 2.54, 0.71], [-2.23, 1.62, 1.32], [-1.74, 1.04, 2.42], [-2.50, 0.21, 3.10], [-3.79, -0.13, 2.74], [-4.31, 0.46, 1.60], [-3.54, 1.34, 0.88], [-3.94, 1.81, 0.00], [-5.32, 0.24, 1.27], [-4.38, -0.82, 3.33], [-2.04, -0.22, 3.99], [-1.51, 2.87, -0.69], [-1.17, 3.90, -0.82], [-0.61, 1.94, -1.51], [-0.97, 0.91, -1.41], [-0.65, 2.22, -2.57], [-2.54, 2.79, -1.05], [0.27, 3.70, 1.03], [-0.02, 2.40, 2.22], [1.90, 1.87, 0.68], [1.64, 1.90, -2.90], [2.74, 1.70, -1.52]]
}

---

No. 11
{
  "formula": "H3O2PS",
  "method": "ωB97M-V/def2-TZVPD",
  "energy_ha": -891.7650,
  "orbital_gap_ev": 9.0480,
  "relative_energy_kcal_mol": 74.20,
  "symbols": ["O", "O", "P", "S", "H", "H", "H"],
  "coordinates": [[0.90, 0.27, -0.64], [-1.16, -0.76, 0.67], [0.82, -0.52, 0.68], [-2.00, 0.36, -0.13], [0.26, 0.99, -0.75], [1.02, 0.80, 1.40], [-1.72, 1.43, 0.55]]
}

---

No. 12
{
  "formula": "C4H6NO5S",
  "method": "ωB97M-V/def2-TZVPD",
  "charge": -1,
  "energy_ha": -985.1054,
  "orbital_gap_ev": 7.8101,
  "relative_energy_kcal_mol": 73.93,
  "symbols": ["C", "C", "C", "C", "N", "O", "O", "O", "O", "O", "S", "H", "H", "H", "H", "H", "H"],
  "coordinates": [[0.29, -0.09, 0.15], [-0.19, 0.07, -2.34], [-0.09, 0.90, 0.97], [-1.46, -0.21, -2.45], [0.04, 1.11, 2.34], [0.17, -2.67, 0.22], [-0.72, 2.06, 0.44], [0.80, -1.64, 2.49], [2.36, -1.39, 0.38], [0.84, 0.56, -2.64], [0.74, -1.53, 0.99], [1.93, -0.73, -0.28], [-2.17, -0.77, -1.86], [-1.73, 0.16, -3.48], [0.39, 0.35, 2.90], [-0.56, 1.84, 2.71], [-0.65, 1.97, -0.54]]
}